1.
{
  "formula": "C33H37ClO2PmSi2",
  "method": "the ωB97M-V functional and the def2-TZVPD basis",
  "symbols": ["C", "C", "C", "H", "C", "C", "H", "H", "H", "H", "Pm", "Si", "C", "C", "H", "C", "H", "C", "H", "C", "H", "C", "H", "C", "C", "H", "C", "H", "C", "H", "C", "H", "C", "H", "H", "Si", "C", "C", "H", "C", "H", "C", "H", "C", "H", "C", "H", "C", "C", "H", "C", "H", "C", "H", "C", "H", "C", "H", "H", "Cl", "C", "O", "C", "C", "O", "C", "H", "H", "H", "H", "H", "H", "H", "H", "H", "H"],
  "positions_angstrom": [[-1.278, -0.450, 1.888], [-2.125, 0.181, 0.920], [-2.213, -0.678, -0.220], [-2.589, 1.170, 1.020], [-1.419, -1.843, 0.037], [-0.843, -1.708, 1.337], [-0.150, -2.410, 1.815], [-0.986, -0.039, 2.863], [-2.754, -0.466, -1.151], [-1.229, -2.651, -0.680], [0.118, 0.037, 0.031], [3.323, 0.402, -8.678], [2.341, 1.895, -9.172], [2.751, 2.723, -10.236], [3.650, 2.475, -10.796], [2.015, 3.856, -10.591], [2.348, 4.484, -11.418], [0.852, 4.189, -9.893], [0.279, 5.071, -10.170], [0.429, 3.379, -8.839], [-0.481, 3.627, -8.292], [1.165, 2.242, -8.483], [0.810, 1.617, -7.664], [2.417, -1.151, -9.114], [1.202, -1.108, -9.819], [0.773, -0.148, -10.103], [0.522, -2.283, -10.163], [-0.417, -2.223, -10.712], [1.040, -3.526, -9.803], [0.512, -4.439, -10.068], [2.243, -3.589, -9.094], [2.651, -4.559, -8.806], [2.922, -2.419, -8.752], [3.854, -2.487, -8.193], [3.592, 0.385, -7.223], [0.138, 0.226, -2.662], [-0.427, -1.379, -3.368], [-1.488, -1.361, -4.274], [-1.935, -0.413, -4.565], [-1.996, -2.551, -4.806], [-2.831, -2.511, -5.503], [-1.429, -3.775, -4.461], [-1.820, -4.699, -4.881], [-0.351, -3.804, -3.575], [0.108, -4.754, -3.306], [0.151, -2.617, -3.034], [0.993, -2.659, -2.345], [-0.956, 1.559, -3.283], [-2.192, 1.905, -2.706], [-2.510, 1.428, -1.783], [-3.017, 2.863, -3.302], [-3.973, 3.116, -2.843], [-2.619, 3.500, -4.480], [-3.257, 4.250, -4.940], [-1.396, 3.165, -5.058], [-1.073, 3.655, -5.976], [-0.575, 2.196, -4.464], [0.376, 1.951, -4.930], [4.633, 0.478, -9.376], [2.050, 0.605, -3.320], [2.524, -0.332, 1.671], [2.225, 0.479, 0.509], [2.342, 1.921, 0.807], [1.589, 2.694, -0.245], [0.145, 2.350, -0.205], [-0.527, 2.948, 0.953], [3.544, -0.100, 1.974], [2.428, -1.367, 1.372], [1.803, -0.093, 2.477], [1.973, 2.106, 1.824], [3.394, 2.141, 0.722], [1.692, 3.747, -0.035], [1.926, 2.456, -1.239], [-1.558, 3.085, 0.654], [-0.422, 2.269, 1.818], [-0.074, 3.913, 1.184]],
  "forces_ev_per_angstrom": [[-1.334, -0.943, 0.279], [-0.892, -0.800, 0.500], [-0.827, -0.734, 0.276], [0.149, -0.657, -0.028], [-1.188, -0.277, 0.576], [-1.512, -0.420, 0.570], [-0.368, 0.287, -0.203], [-0.177, -0.223, -0.473], [0.272, -0.312, 0.605], [-0.149, 0.422, 0.392], [3.445, 1.388, -1.387], [0.448, 0.069, -0.040], [-0.327, 0.660, -0.127], [-0.312, -0.002, 0.231], [-0.122, 0.055, 0.113], [-0.056, -0.051, 0.052], [-0.072, -0.174, 0.209], [0.217, -0.284, 0.087], [0.109, -0.152, 0.042], [0.153, -0.213, 0.017], [0.198, -0.060, -0.158], [-0.013, 0.373, -0.286], [0.063, 0.087, -0.102], [-0.499, -0.863, -0.216], [0.081, -0.322, 0.051], [0.108, -0.177, 0.023], [0.120, 0.054, 0.102], [0.221, -0.008, 0.122], [0.172, 0.346, 0.090], [0.097, 0.147, 0.037], [0.005, 0.113, 0.024], [-0.076, 0.247, -0.067], [-0.348, 0.142, -0.206], [-0.116, -0.022, -0.089], [-0.012, 0.074, 0.097], [-0.865, -0.745, -0.078], [0.062, -0.471, -0.866], [-0.277, -0.592, -0.094], [0.044, -0.176, -0.004], [0.008, 0.040, -0.004], [0.174, -0.044, 0.127], [0.056, 0.308, 0.108], [0.075, 0.145, 0.072], [0.188, 0.138, 0.154], [-0.100, 0.180, -0.072], [-0.524, -0.108, -0.285], [0.019, -0.019, -0.078], [-0.491, 0.653, -0.690], [0.173, 0.342, -0.390], [-0.028, 0.114, -0.124], [0.128, -0.124, 0.145], [0.217, -0.059, -0.114], [0.224, -0.250, 0.108], [0.091, -0.123, 0.073], [0.087, -0.115, 0.108], [-0.077, -0.098, 0.208], [-0.489, 0.690, -0.321], [-0.138, 0.047, 0.004], [-0.075, -0.046, 0.038], [0.984, 0.181, -0.285], [0.045, 0.714, 0.079], [1.872, 1.221, 1.085], [0.179, -0.818, -0.392], [-1.192, -0.502, 0.543], [0.821, 1.699, 0.664], [0.621, -0.265, -0.380], [-0.056, -0.278, 0.214], [0.123, -0.264, -0.033], [0.418, -0.160, -0.163], [0.123, -0.011, -0.164], [0.411, 0.336, 0.238], [0.057, 0.418, -0.119], [0.104, -0.094, -0.434], [-0.130, -0.014, 0.135], [-0.272, 0.424, -0.126], [-0.045, -0.043, 0.001]],
  "spin_multiplicity": 5,
  "lumo_energy_ev": [-3.019, -2.897],
  "e_homo_ev": [-9.888, -9.788],
  "total_charge": 1,
  "max_force_ev_per_a": 4.0,
  "molar_mass_g_mol": 702.28
}


2.
{
  "formula": "C19H43AlN2OP3Se",
  "method": "the ωB97M-V functional and the def2-TZVPD basis",
  "symbols": ["Al", "P", "P", "P", "H", "C", "C", "H", "C", "C", "C", "C", "C", "C", "C", "C", "C", "H", "H", "H", "H", "H", "H", "H", "H", "H", "H", "H", "H", "H", "H", "H", "H", "H", "H", "H", "H", "H", "H", "H", "H", "H", "H", "H", "H", "H", "C", "C", "C", "C", "C", "C", "Se", "H", "H", "H", "H", "H", "H", "C", "N", "C", "N", "O", "H", "H", "H", "H", "H", "H"],
  "positions_angstrom": [[-0.501, -0.045, 0.394], [-2.808, -0.158, 0.127], [0.244, -2.425, 0.216], [0.011, 2.464, 0.067], [5.148, -0.098, 0.778], [4.100, -0.315, 0.543], [3.136, 0.425, 1.373], [2.324, -0.235, 1.730], [-3.440, -0.187, -1.561], [-3.510, -1.622, 0.904], [-3.518, 1.318, 0.895], [1.881, -3.234, 0.088], [-0.381, -3.280, 1.718], [-0.618, -3.278, -1.164], [1.653, 3.249, -0.059], [-0.594, 3.324, 1.573], [-0.921, 3.313, -1.288], [3.961, -0.314, -0.562], [2.867, 1.434, 1.028], [-4.539, -0.279, -1.506], [-2.999, -1.047, -2.089], [-3.140, 0.743, -2.068], [-4.597, -1.526, 0.773], [-3.261, -1.654, 1.974], [-3.158, -2.542, 0.413], [-4.606, 1.164, 0.871], [-3.259, 2.234, 0.340], [-3.171, 1.409, 1.937], [1.730, -4.294, -0.174], [2.432, -3.182, 1.038], [2.463, -2.750, -0.708], [-0.383, -4.366, 1.536], [-1.397, -2.943, 1.968], [0.290, -3.054, 2.562], [-0.162, -4.273, -1.253], [-0.451, -2.715, -2.092], [-1.695, -3.369, -0.985], [1.576, 4.257, -0.489], [2.305, 2.646, -0.696], [2.126, 3.348, 0.926], [-0.610, 4.408, 1.394], [0.067, 3.122, 2.427], [-1.604, 2.996, 1.844], [-0.695, 4.392, -1.270], [-2.008, 3.175, -1.179], [-0.620, 2.888, -2.259], [1.195, 0.138, -3.564], [2.556, -0.208, -3.510], [3.308, -0.178, -4.702], [2.717, 0.173, -5.934], [1.335, 0.451, -5.972], [0.594, 0.467, -4.793], [-0.089, 0.059, -2.055], [3.793, -1.360, 0.770], [3.001, -0.545, -2.573], [4.366, -0.459, -4.680], [3.310, 0.199, -6.865], [0.825, 0.636, -6.927], [-0.481, 0.700, -4.832], [-2.018, -0.709, 4.497], [-0.768, 0.030, 4.546], [-0.007, 0.398, 3.520], [1.129, 1.080, 3.841], [-0.326, 0.165, 2.285], [-2.317, -0.894, 3.462], [-2.799, -0.123, 4.994], [-1.881, -1.667, 5.015], [-0.368, 0.263, 5.451], [1.879, 1.226, 3.168], [1.379, 1.034, 4.819]],
  "forces_ev_per_angstrom": [[2.055, 0.442, 1.427], [-0.301, 0.190, -0.343], [-0.435, -1.377, 0.899], [-0.629, 1.379, 0.654], [-0.146, -0.219, -0.129], [-0.320, -1.918, 0.000], [-1.250, 0.453, -1.361], [0.283, 0.700, 0.248], [0.103, 0.021, -0.146], [-0.215, -0.056, 0.277], [-0.220, -0.084, 0.281], [0.476, 0.595, -0.161], [-0.113, 0.087, -0.040], [0.008, 0.458, -0.044], [0.554, -0.383, -0.256], [-0.266, -0.099, 0.149], [0.012, -0.352, -0.093], [0.053, 0.832, 0.519], [0.162, -0.368, 0.777], [0.403, 0.059, -0.171], [-0.313, 0.319, 0.056], [-0.253, -0.393, 0.055], [0.160, -0.263, 0.185], [-0.262, -0.091, -0.425], [-0.195, 0.390, 0.168], [0.157, 0.307, 0.140], [-0.151, -0.478, 0.186], [-0.255, -0.023, -0.346], [-0.068, 0.459, 0.141], [-0.170, 0.085, -0.324], [0.026, -0.249, 0.206], [-0.025, 0.347, 0.155], [0.350, -0.226, -0.014], [-0.236, -0.097, -0.245], [-0.303, 0.225, -0.041], [-0.076, -0.332, 0.118], [0.245, -0.015, -0.079], [-0.208, -0.297, 0.062], [0.057, 0.207, -0.035], [-0.228, -0.090, -0.201], [0.023, -0.253, 0.016], [-0.121, 0.026, -0.287], [0.249, 0.177, -0.065], [-0.065, -0.449, 0.072], [0.364, 0.038, -0.027], [-0.095, 0.286, 0.292], [-0.715, -0.192, 0.904], [0.452, -0.157, -0.527], [-0.227, -0.011, 0.519], [-0.380, -0.091, 0.216], [0.062, 0.027, 0.096], [-0.607, 0.081, -0.506], [1.310, 0.194, -2.868], [1.371, 0.283, -0.066], [-0.024, 0.205, -0.326], [-0.438, 0.157, 0.077], [-0.362, -0.076, 0.703], [0.328, 0.043, 0.495], [0.602, -0.120, 0.005], [-0.251, -0.137, 0.239], [0.572, 0.228, -0.486], [0.600, 0.285, -0.530], [-0.718, -0.605, -0.356], [-0.104, -0.135, 0.074], [0.290, 0.154, 0.308], [0.113, -0.233, -0.087], [-0.197, 0.208, -0.143], [-0.523, -0.207, -0.085], [-0.357, -0.193, 0.246], [0.384, 0.326, -0.150]],
  "relative_energy_ev": 0.979,
  "spin_multiplicity": 1,
  "lumo_energy_ev": [-8.499, -11.236],
  "e_homo_ev": [-17.034, -16.707],
  "total_charge": 3,
  "max_force_ev_per_a": 3.2,
  "molar_mass_g_mol": 514.43
}


3.
{
  "formula": "C8H30O9",
  "method": "the ωB97M-V functional and the def2-TZVPD basis",
  "symbols": ["C", "C", "C", "C", "C", "C", "C", "C", "H", "H", "H", "H", "H", "H", "H", "H", "H", "H", "H", "H", "O", "H", "H", "O", "H", "H", "O", "H", "H", "O", "H", "H", "O", "H", "H", "O", "H", "H", "O", "H", "H", "O", "H", "H", "O", "H", "H"],
  "positions_angstrom": [[-3.101, 0.008, -1.751], [-1.846, -0.103, -2.074], [-1.156, 0.431, -3.396], [-0.737, -0.504, -1.188], [-0.088, 0.342, -0.449], [1.166, 0.181, 0.303], [2.218, -0.673, 0.151], [3.674, -0.585, 0.480], [-3.612, -0.406, -0.956], [-3.840, 0.445, -2.350], [-0.248, 0.956, -2.985], [-1.705, 1.113, -4.054], [-0.921, -0.508, -4.055], [-0.653, -1.615, -1.161], [-0.494, 1.251, -0.276], [1.191, 1.057, 1.096], [1.864, -1.535, -0.408], [3.814, 0.292, 1.314], [4.207, -1.528, 0.732], [4.223, -0.157, -0.446], [-1.833, -3.809, -1.359], [-1.938, -3.436, -0.455], [-2.066, -3.196, -2.009], [1.699, 0.736, 3.464], [2.012, 0.273, 4.183], [1.871, 0.324, 2.590], [-0.703, 3.422, 1.051], [-0.293, 4.219, 1.389], [-0.412, 3.283, 0.124], [-0.716, 0.751, 2.615], [-1.308, 1.504, 2.929], [0.008, 0.814, 3.204], [-3.130, -2.833, 0.787], [-2.754, -1.821, 0.948], [-2.734, -3.203, 1.576], [-1.201, -1.788, 2.117], [-1.798, -1.567, 2.914], [-0.914, -0.993, 1.857], [1.099, 3.487, -1.269], [0.959, 2.578, -1.474], [1.159, 3.629, -0.341], [2.289, 2.453, 1.619], [1.888, 2.793, 2.430], [3.123, 2.613, 1.873], [1.824, -2.084, -3.399], [1.297, -2.420, -2.646], [2.674, -2.020, -3.004]],
  "forces_ev_per_angstrom": [[-0.651, 0.033, -0.820], [2.001, 1.821, -1.611], [0.040, -1.402, 0.317], [-2.030, -3.290, -0.555], [2.355, -2.519, 1.162], [1.271, 1.798, 2.662], [-2.204, -0.121, -0.701], [0.959, 2.902, 0.823], [-0.150, -0.915, 2.345], [-0.549, 0.718, -1.545], [-0.624, -0.712, -1.168], [-0.322, -0.131, 0.483], [0.170, 1.782, 1.288], [0.994, 0.776, -0.062], [-1.242, 3.027, -0.002], [0.398, -2.051, -2.381], [0.694, -0.239, -0.579], [-0.002, -2.342, -1.780], [-0.668, 0.660, 0.136], [-0.854, -0.683, 1.355], [1.360, -1.881, 1.746], [-0.583, 0.034, -0.989], [-0.801, 1.688, -1.200], [-0.876, 1.751, -2.216], [1.258, -2.055, 2.027], [0.164, -0.118, 0.968], [-0.125, -0.501, -0.334], [0.079, 0.232, -0.288], [-0.430, 0.528, 0.782], [-3.321, 1.916, -0.067], [0.992, -1.449, -1.052], [1.670, -0.087, 1.045], [0.714, 3.973, 0.431], [-1.353, -3.890, -0.781], [0.081, -0.421, 0.184], [-3.081, -4.533, 3.706], [1.659, -0.398, -1.790], [1.954, 5.072, -1.424], [-0.214, 1.442, -1.408], [0.062, -1.145, 0.189], [0.690, -0.428, 1.115], [-4.092, 0.808, -0.547], [-0.930, -0.301, -0.143], [5.588, 0.658, 0.686], [-1.478, -0.426, 0.433], [0.050, 0.202, -0.730], [1.375, 0.219, 0.288]],
  "smiles": "C=C(C)/C=C/C=C/C.O.O.O.O.O.O.O.O.O",
  "relative_energy_ev": 4.736,
  "spin_multiplicity": 1,
  "lumo_energy_ev": -0.090,
  "e_homo_ev": -8.535,
  "max_force_ev_per_a": 6.6,
  "molar_mass_g_mol": 270.32
}